The following is a DFT calculation (the ωB97M-V functional and the def2-TZVPD basis) of a 2-piece molecular cluster, C6H12O overall.

```
! RIJCOSX wB97M-V def2-TZVPD def2/J DEFGRID3
* xyz 0 1
C -2.570 -0.281 0.078
C -1.374 -0.347 -0.483
C -0.109 0.213 0.141
C -0.247 1.689 -0.182
O -0.079 2.592 0.598
C 1.232 -0.302 -0.431
C 2.445 0.270 0.307
H -2.693 -0.001 1.127
H -3.466 -0.607 -0.445
H -1.275 -0.691 -1.516
H -0.104 0.125 1.238
H -0.540 1.882 -1.239
H 1.291 -0.048 -1.501
H 1.268 -1.397 -0.380
H 3.377 -0.111 -0.126
H 2.423 -0.013 1.366
H 2.469 1.364 0.258
H -1.331 -2.025 0.746
H -0.716 -2.311 0.445
*
```

Computed properties:
- DFT total energy (hartree) = -310.95831
- SMILES = C=C[C@H](C=O)CC.[H][H]
- E_LUMO (eV) = 0.998

The following is a DFT calculation (the ωB97M-V functional and the def2-TZVPD basis) of a 2-piece molecular cluster, C4H9N2 overall in a non-equilibrium geometry.

```
! RIJCOSX wB97M-V def2-TZVPD def2/J DEFGRID3
* xyz 1 1
C -0.099 -0.189 -1.350
C 0.723 -0.737 1.829
C -1.119 1.543 0.102
C 0.702 -0.913 -2.221
N -0.531 0.709 -0.729
N -0.297 0.151 1.986
H 0.383 -1.807 1.566
H 1.787 -0.339 1.934
H -0.501 2.387 0.343
H -2.131 1.850 -0.168
H 0.195 -0.926 -3.273
H 0.431 -1.961 -2.029
H 1.691 -0.552 -2.269
H -1.217 -0.212 1.817
H -0.017 0.996 2.461
*
```

Computed properties:
- DFT total energy (hartree) = -266.91092
- E_LUMO (alpha / beta) (eV) = -4.689 / -4.690

The following is a DFT calculation (the ωB97M-V functional and the def2-TZVPD basis) of C3H6O as an isolated structure in a non-equilibrium geometry.

```
! RIJCOSX wB97M-V def2-TZVPD def2/J DEFGRID3
* xyz 0 1
C 1.095 0.647 -1.110
C -0.042 0.045 -0.609
C 0.679 -0.369 0.590
O 0.778 0.309 1.602
H 1.130 1.746 -1.132
H 1.085 -1.405 0.546
H 1.906 0.042 -1.517
H -2.599 -0.793 1.213
H -2.931 -0.139 1.191
H -1.101 -0.083 -0.776
*
```

Computed properties:
- DFT total energy (hartree) = -192.94675
- E_LUMO (eV) = -0.647

Copy entry 3 word for word.
The following is a DFT calculation (the ωB97M-V functional and the def2-TZVPD basis) of C3H6O as an isolated structure in a non-equilibrium geometry.

```
! RIJCOSX wB97M-V def2-TZVPD def2/J DEFGRID3
* xyz 0 1
C 1.095 0.647 -1.110
C -0.042 0.045 -0.609
C 0.679 -0.369 0.590
O 0.778 0.309 1.602
H 1.130 1.746 -1.132
H 1.085 -1.405 0.546
H 1.906 0.042 -1.517
H -2.599 -0.793 1.213
H -2.931 -0.139 1.191
H -1.101 -0.083 -0.776
*
```

Computed properties:
- DFT total energy (hartree) = -192.94675
- E_LUMO (eV) = -0.647

Number 1 is which compound? C6H12O